Below is a structure of composition C11H13N2O at a distorted geometry, with properties calculated with ωB97M-V/def2-TZVPD.

Values from the calculation:
total charge: +1
2S+1: 1
HOMO energy: -12.78 eV
Kohn-Sham gap: 9.6 eV
max |F|: 4.296 eV/A

The geometry in XYZ format:
```
27
C11H13N2O | the Open Molecules 2025 dataset | ωB97M-V/def2-TZVPD
C -2.5660 2.3438 1.3632
C -1.6189 2.7733 0.5131
C -2.6896 0.9747 1.7383
C -0.6036 1.9139 0.0870
C -1.7818 0.0050 1.2392
C -0.6960 0.5256 0.4411
C 0.6924 -0.2313 -1.9084
C 0.8132 -2.2538 -1.3705
C 2.6627 -0.7172 -0.6722
C 0.2568 -1.7815 0.0211
C 1.7396 0.0474 0.3125
N 1.7241 -1.0708 -1.8207
N 0.4205 -0.3037 -0.0919
O -0.0117 0.4542 -2.5263
H -3.3414 3.0532 1.7514
H -1.9234 3.7732 0.1567
H -3.3159 0.6110 2.6025
H 0.3197 2.2745 -0.4602
H -1.9351 -1.0930 1.3814
H 1.4202 -3.1154 -1.3579
H -0.0729 -2.5795 -2.0687
H 3.5318 -0.3087 -1.2486
H 3.0329 -1.7998 -0.4769
H -0.8229 -2.0352 -0.0481
H 0.8595 -2.3884 0.7328
H 2.0114 -0.2020 1.4557
H 1.8943 1.1306 0.2544
```


Below is a cluster of 2 separate species, C11H13N2P in total at a distorted geometry, with properties calculated with ωB97M-V/def2-TZVPD.

Values from the calculation:
SMILES: CC(C)=C/N=P/c1ccccc1.C#N
total charge: 0
2S+1: 1
HOMO energy (spin up / spin down): -7.84 / -7.84 eV
Kohn-Sham gap (spin up / spin down): 7.1 / 7.1 eV
max |F|: 3.802 eV/A

The geometry in XYZ format:
```
27
C11H13N2P | the Open Molecules 2025 dataset | ωB97M-V/def2-TZVPD
C 4.5448 -0.6635 -0.5422
C 3.5656 -0.3259 -1.4592
C 4.2822 -0.7419 0.8353
C 2.3062 -0.0763 -0.9914
C 3.0198 -0.4154 1.2927
C 1.9876 -0.1410 0.3654
C -1.8076 -0.0989 -0.6037
C -0.8108 2.9818 -0.7434
C -2.8424 -0.3097 0.2222
C -4.2411 -0.2458 -0.3462
C -2.7555 -0.7288 1.6147
N -0.5097 -0.0809 -0.3427
N -0.8836 2.8080 -1.8752
P 0.3135 0.1019 0.9975
H 5.3814 -1.1744 -0.9764
H 3.8847 -0.1156 -2.4187
H 5.1370 -0.7809 1.4231
H 1.4159 0.1916 -1.6957
H 2.8089 -0.3555 2.2835
H -2.2005 -0.0279 -1.7150
H -0.5095 3.2618 0.2148
H -4.4036 -1.1534 -0.9394
H -4.4072 0.5061 -1.1887
H -4.9392 -0.2281 0.4407
H -3.7572 -0.5407 2.0997
H -2.2298 0.0913 2.2317
H -2.3498 -1.7382 1.8166
```


Below is an isolated molecule of C11H13N3S2, with properties calculated with ωB97M-V/def2-TZVPD.

Values from the calculation:
SMILES: CCn1c(-c2ccccc2SC)n[nH]c1=S
total charge: 0
2S+1: 1
HOMO energy: -7.96 eV
Kohn-Sham gap: 8.6 eV
max |F|: 0.979 eV/A

The geometry in XYZ format:
```
29
C11H13N3S2 | the Open Molecules 2025 dataset | ωB97M-V/def2-TZVPD
C 1.4200 1.7829 -1.7555
H 0.7546 2.3625 -1.1215
C 1.0473 0.3049 -1.7326
N 1.1768 -0.2685 -0.4155
C 0.1943 -0.7372 0.4186
N 0.6978 -1.2765 1.4852
N 2.0387 -1.1479 1.3573
C 2.3818 -0.5448 0.1894
S 3.8906 -0.2383 -0.3719
H 2.6687 -1.5026 2.0567
C -1.2347 -0.7217 0.0945
C -1.8369 -1.9460 -0.1869
C -3.1604 -2.0142 -0.5761
C -3.9031 -0.8490 -0.6912
C -3.3295 0.3669 -0.3790
C -2.0017 0.4423 0.0305
S -1.3991 2.0619 0.4301
C -0.3528 1.7940 1.8963
H -0.4544 2.6912 2.4999
H 0.6870 1.6661 1.6094
H -0.7156 0.9306 2.4429
H -3.9026 1.2793 -0.4381
H -4.9345 -0.8899 -1.0062
H -3.6085 -2.9709 -0.7946
H -1.2414 -2.8429 -0.1071
H 1.7224 -0.2468 -2.3954
H 0.0155 0.1573 -2.0604
H 2.4442 1.9111 -1.4154
H 1.3422 2.1557 -2.7723
```